No. 1
{"formula": "C41H57N3O23", "method": "the ωB97M-V functional and the def2-TZVPD basis", "e_homo_ev": -9.09, "smiles": "O=C1C=C(O)C(=O)C=C1O.O=C1C=C(O)C(=O)C=C1O.O=C1C=C(O)C(=O)C=C1O.O=C1C=C(O)C(=O)C=C1O.CN(C)C=O.CN(C)C=O.CN(C)C=O.COCCOC.COCCOC", "total_charge": 0, "e_lumo_ha": -0.057, "elements": ["C", "O", "C", "C", "O", "C", "H", "H", "H", "H", "H", "H", "H", "H", "H", "H", "C", "O", "C", "C", "O", "C", "H", "H", "H", "H", "H", "H", "H", "H", "H", "H", "C", "O", "N", "C", "C", "H", "H", "H", "H", "H", "H", "H", "C", "O", "N", "C", "C", "H", "H", "H", "H", "H", "H", "H", "C", "O", "N", "C", "C", "H", "H", "H", "H", "H", "H", "H", "C", "C", "C", "O", "C", "C", "C", "O", "O", "O", "H", "H", "H", "H", "C", "C", "C", "O", "C", "C", "C", "O", "O", "O", "H", "H", "H", "H", "C", "C", "C", "O", "C", "C", "C", "O", "O", "O", "H", "H", "H", "H", "C", "C", "C", "O", "C", "C", "C", "O", "O", "O", "H", "H", "H", "H"], "positions_angstrom": [[11.541, -5.619, -7.779], [12.131, -6.890, -7.561], [13.333, -6.887, -6.848], [13.639, -8.316, -6.355], [12.691, -8.877, -5.456], [12.817, -10.240, -5.154], [12.024, -5.069, -8.586], [11.345, -4.983, -6.916], [10.505, -5.822, -8.049], [13.324, -6.149, -6.045], [14.092, -6.480, -7.516], [14.499, -8.129, -5.712], [13.899, -9.017, -7.148], [13.694, -10.693, -4.691], [12.765, -10.841, -6.061], [11.957, -10.651, -4.625], [17.913, -6.881, -5.572], [16.683, -7.143, -6.152], [16.745, -6.740, -7.575], [16.557, -5.164, -7.655], [15.877, -4.667, -8.852], [16.545, -5.118, -9.979], [17.964, -5.793, -5.557], [18.851, -7.189, -6.034], [17.711, -7.161, -4.538], [15.928, -7.268, -8.067], [17.589, -7.157, -8.124], [17.589, -4.814, -7.610], [16.019, -4.717, -6.819], [17.620, -4.984, -9.860], [16.274, -4.580, -10.888], [16.465, -6.190, -10.158], [18.855, -11.423, -6.001], [18.436, -11.434, -7.156], [18.115, -11.285, -4.931], [18.571, -11.656, -3.623], [16.776, -10.733, -5.015], [19.879, -11.681, -5.689], [18.885, -10.771, -3.069], [19.477, -12.248, -3.757], [17.883, -12.302, -3.079], [16.029, -11.398, -4.582], [16.756, -9.759, -4.525], [16.444, -10.491, -6.025], [8.113, -2.946, -9.492], [7.055, -3.538, -9.623], [8.752, -2.832, -8.327], [10.164, -2.484, -8.380], [8.064, -3.181, -7.051], [8.775, -2.529, -10.267], [10.615, -2.822, -7.447], [10.291, -1.406, -8.473], [10.735, -2.979, -9.165], [8.255, -2.342, -6.382], [6.989, -3.344, -7.127], [8.486, -4.013, -6.487], [13.480, -2.793, -6.481], [13.052, -2.765, -5.330], [13.705, -1.708, -7.231], [14.215, -1.723, -8.618], [13.542, -0.349, -6.792], [13.698, -3.756, -6.968], [14.976, -0.994, -8.892], [13.273, -1.684, -9.165], [14.647, -2.686, -8.889], [12.585, 0.067, -7.105], [13.447, -0.264, -5.710], [14.332, 0.306, -7.161], [13.778, -5.298, -1.307], [13.976, -4.871, -2.579], [15.356, -4.621, -3.145], [15.553, -4.157, -4.260], [16.365, -5.073, -2.197], [16.165, -5.501, -0.934], [14.819, -5.667, -0.370], [14.419, -5.968, 0.708], [17.138, -5.629, -0.063], [12.887, -4.565, -3.347], [12.761, -5.569, -1.065], [17.403, -4.889, -2.434], [16.704, -5.652, 0.793], [13.087, -3.933, -4.041], [14.552, -13.356, -8.577], [15.853, -12.967, -8.612], [16.936, -13.713, -9.238], [18.145, -13.484, -9.271], [16.481, -14.977, -9.803], [15.181, -15.414, -9.771], [14.082, -14.622, -9.087], [12.989, -15.021, -8.816], [14.791, -16.488, -10.535], [16.114, -11.752, -8.165], [13.990, -12.626, -8.014], [17.199, -15.454, -10.452], [13.840, -16.498, -10.405], [17.014, -11.785, -7.832], [14.335, -8.999, -11.443], [14.249, -10.294, -11.811], [13.064, -11.150, -11.597], [12.895, -12.300, -11.981], [12.099, -10.446, -10.786], [12.234, -9.208, -10.284], [13.442, -8.328, -10.583], [13.563, -7.167, -10.217], [11.400, -8.721, -9.367], [15.244, -10.830, -12.521], [15.231, -8.476, -11.744], [11.278, -11.067, -10.458], [11.711, -7.877, -9.034], [15.014, -11.716, -12.810], [6.812, -7.358, -13.029], [7.081, -6.578, -11.954], [8.176, -6.909, -10.909], [8.414, -6.222, -9.904], [8.792, -8.189, -11.261], [8.634, -8.914, -12.426], [7.610, -8.558, -13.425], [7.324, -9.201, -14.439], [9.203, -10.146, -12.631], [6.410, -5.480, -11.667], [6.022, -7.089, -13.715], [9.491, -8.571, -10.532], [8.878, -10.515, -13.456], [6.655, -5.229, -10.773]], "atomic_forces_ev_per_a": [[-1.14, -0.41, -0.32], [-1.16, 0.69, 0.22], [-0.24, -0.49, -0.09], [0.99, 0.68, 1.27], [-0.73, 0.36, 0.28], [-0.53, -1.36, -1.38], [0.24, 0.08, 0.01], [0.99, -0.12, 0.63], [0.00, -0.18, -0.66], [-0.43, -0.23, 0.60], [0.55, -0.56, -0.10], [0.77, -0.31, -0.44], [-0.13, 0.01, -0.28], [0.64, 1.08, 0.57], [0.02, 0.07, -0.72], [-0.14, 0.85, 0.42], [-0.53, 1.96, 1.61], [0.13, -0.74, -3.49], [-2.19, 0.25, 1.02], [0.20, -0.70, -0.93], [0.42, -0.65, 1.59], [1.20, -0.38, -0.93], [0.59, 0.41, 0.36], [-0.27, -0.94, -0.13], [1.02, -0.34, 0.16], [-0.43, 0.26, 0.17], [0.69, 0.41, 0.55], [0.03, 0.75, -0.30], [-0.08, -0.58, 0.14], [0.38, 0.35, 0.04], [-0.44, 0.05, 0.23], [-0.59, -0.17, -0.02], [0.38, -1.45, -0.97], [1.02, 0.69, 0.39], [-2.03, 0.53, 0.82], [1.36, 0.00, 0.01], [-0.55, 0.54, -0.20], [0.28, 0.07, -0.70], [-0.41, -0.03, 0.44], [0.07, -0.06, 0.08], [-0.27, 0.36, -0.10], [0.11, -0.02, 0.15], [-0.06, -0.06, 0.47], [0.44, -0.43, -0.11], [0.02, -1.25, 0.32], [-0.17, 0.73, -0.60], [-0.44, -0.62, 0.89], [0.03, 0.20, 1.01], [0.99, 0.76, 0.29], [-0.59, -0.06, -0.69], [0.06, 0.23, 0.08], [0.18, 0.09, 0.08], [-0.40, -0.11, -0.22], [-0.30, 0.25, 0.06], [0.30, 0.16, -0.61], [0.25, -0.43, -0.61], [0.11, -0.06, 0.46], [-0.15, 0.30, -0.30], [1.70, 0.71, -0.74], [-1.23, -1.97, -0.01], [-1.04, 0.59, 1.28], [0.13, 0.22, -0.23], [-0.48, 0.38, 0.50], [0.45, 0.69, -0.96], [0.00, -0.21, 0.39], [-0.11, 0.00, -0.56], [0.49, -0.32, 0.08], [0.06, -0.26, 0.08], [-0.43, -0.36, -2.31], [-1.69, 1.16, -0.35], [-0.67, -0.72, -0.03], [-0.03, -0.42, 1.17], [1.47, 0.15, 0.31], [-0.05, 0.68, -0.50], [-2.85, 1.23, -3.30], [1.57, -1.03, 3.06], [1.23, -0.17, 0.32], [0.96, -1.26, 1.69], [-0.07, 0.31, 0.41], [0.14, 0.05, -0.30], [0.07, -0.38, 0.73], [0.42, 0.62, -1.11], [1.72, 0.86, 0.08], [-1.85, 1.25, -0.22], [1.71, -2.63, -0.33], [-1.64, 0.99, 0.32], [-1.90, -0.78, -0.76], [1.29, -0.10, -1.69], [1.91, 0.97, 1.19], [-1.45, -1.38, -0.71], [0.40, 1.21, 1.24], [-0.66, 0.05, 0.17], [-0.87, -0.42, -0.14], [0.03, -0.38, 0.19], [-0.66, -0.50, -0.09], [1.53, 0.90, 0.38], [1.94, -0.65, -0.65], [1.16, -0.04, -1.21], [-1.40, 0.36, 1.03], [1.08, 0.87, -0.19], [-1.04, -0.54, 0.52], [0.26, 0.61, 1.25], [-1.18, 0.07, -0.54], [-0.36, -0.83, 0.24], [-0.51, -1.18, -0.90], [0.36, 0.45, 0.00], [0.10, 0.11, -0.04], [-0.30, 0.15, 0.01], [0.49, 0.86, 0.63], [-0.34, -0.48, 0.01], [0.68, -0.15, -0.28], [0.37, -0.05, 0.57], [-0.37, -0.36, -0.41], [-0.65, -1.35, -2.29], [1.35, -1.30, -0.68], [0.28, -1.07, 1.35], [-2.24, 1.68, -0.56], [1.14, 0.29, 1.51], [0.21, 1.61, 1.14], [-0.59, -0.21, -0.69], [-0.08, 0.11, 0.04], [0.08, -0.13, 0.07], [-0.36, 0.10, -0.52], [0.24, 0.93, 0.75]]}

---

No. 2
{"formula": "C29H33IN5O6S2Sn", "method": "the ωB97M-V functional and the def2-TZVPD basis", "e_homo_ev": -4.42, "total_charge": -1, "e_lumo_ha": 0.070, "elements": ["Sn", "C", "S", "C", "S", "N", "N", "C", "C", "C", "C", "C", "C", "N", "H", "H", "H", "H", "H", "H", "H", "H", "O", "C", "O", "C", "C", "C", "C", "C", "N", "C", "O", "O", "H", "H", "H", "H", "N", "C", "O", "C", "I", "H", "H", "H", "H", "C", "C", "C", "C", "C", "C", "C", "C", "C", "C", "C", "C", "O", "H", "H", "H", "H", "H", "H", "H", "H", "H", "H", "H", "H", "H", "H", "H", "H", "H"], "positions_angstrom": [[0.778, 0.011, -0.605], [2.650, -5.356, -1.264], [3.013, -4.273, -2.673], [2.530, -2.646, -2.164], [2.008, -2.334, -0.540], [2.604, -1.810, -3.132], [2.421, -0.505, -2.872], [1.991, 0.203, -3.841], [1.886, 1.654, -3.701], [1.436, 2.433, -4.772], [1.458, 3.809, -4.653], [1.918, 4.378, -3.474], [2.301, 3.523, -2.449], [2.285, 2.206, -2.550], [2.092, -6.215, -1.629], [2.062, -4.788, -0.548], [3.582, -5.677, -0.804], [1.686, -0.248, -4.783], [1.076, 1.949, -5.670], [1.138, 4.438, -5.475], [1.976, 5.452, -3.357], [2.650, 3.915, -1.498], [-3.951, 2.202, 1.145], [-2.845, 2.433, 0.447], [-1.781, 2.737, 0.923], [-3.039, 2.256, -1.024], [-4.118, 2.765, -1.723], [-4.150, 2.568, -3.093], [-3.138, 1.850, -3.697], [-2.115, 1.324, -2.911], [-2.063, 1.549, -1.603], [-1.012, 0.444, -3.552], [-0.905, 0.559, -4.776], [-0.353, -0.344, -2.809], [-3.738, 2.055, 2.089], [-4.903, 3.300, -1.206], [-4.967, 2.974, -3.675], [-3.117, 1.674, -4.763], [3.816, 2.480, 2.259], [3.441, 1.435, 1.491], [2.779, 1.585, 0.476], [3.860, 0.031, 1.861], [5.320, -0.175, 3.402], [3.397, 3.369, 2.043], [4.194, 2.343, 3.179], [4.245, -0.467, 0.976], [2.969, -0.506, 2.183], [-2.257, -1.953, -0.695], [-2.354, -2.604, 0.686], [-1.293, -3.700, 0.842], [-2.287, -1.633, 1.852], [-3.433, -1.471, 2.617], [-3.442, -0.748, 3.801], [-2.221, -0.326, 4.305], [-1.036, -0.498, 3.592], [0.264, -0.286, 4.347], [1.037, 0.948, 3.896], [1.123, -1.552, 4.249], [-1.071, -1.002, 2.250], [-0.040, -0.944, 1.450], [-2.346, -2.711, -1.476], [-1.297, -1.458, -0.821], [-3.048, -1.215, -0.840], [-3.336, -3.089, 0.745], [-0.297, -3.272, 0.740], [-1.425, -4.471, 0.080], [-1.367, -4.163, 1.828], [-4.353, -1.937, 2.280], [-4.359, -0.591, 4.356], [-2.171, 0.114, 5.297], [0.007, -0.147, 5.403], [1.252, 0.876, 2.835], [1.963, 1.040, 4.470], [0.446, 1.852, 4.046], [1.280, -1.816, 3.204], [0.611, -2.392, 4.723], [2.084, -1.413, 4.752]], "atomic_forces_ev_per_a": [[-0.25, -0.11, -0.20], [0.16, 0.30, -0.21], [0.01, -0.19, -0.06], [-0.22, 0.42, 0.13], [-0.13, 0.22, 0.30], [0.29, -1.03, -0.83], [-0.07, 0.95, 0.56], [0.27, -0.53, 0.02], [0.02, 0.62, -0.01], [0.09, -0.19, -0.03], [0.07, 0.07, 0.04], [-0.04, -0.08, -0.08], [-0.02, 0.18, 0.07], [-0.02, -0.28, -0.04], [-0.03, 0.00, 0.04], [-0.09, -0.14, 0.07], [-0.04, -0.03, 0.07], [0.11, 0.02, 0.00], [-0.01, -0.01, 0.07], [-0.04, -0.03, -0.01], [-0.02, 0.00, 0.07], [-0.06, 0.01, 0.01], [-0.69, -0.38, 0.69], [1.05, 0.25, -0.03], [-0.35, -0.15, 0.15], [0.27, -0.30, -0.42], [-0.04, 0.03, 0.28], [-0.06, 0.05, -0.11], [0.04, -0.06, -0.23], [0.25, -0.11, 0.31], [0.06, -0.08, 0.06], [-0.40, -0.17, 0.07], [0.00, 0.01, -0.17], [-0.43, 0.40, 0.42], [0.14, 0.22, -0.46], [-0.01, 0.00, 0.01], [0.01, -0.02, -0.05], [0.04, -0.03, 0.01], [-0.05, 0.03, 0.04], [0.16, 0.12, -0.11], [0.03, -0.03, 0.12], [-0.11, -0.05, -0.01], [-0.04, -0.06, 0.02], [-0.05, -0.02, -0.03], [0.07, -0.07, 0.00], [0.02, 0.05, 0.00], [0.02, -0.05, 0.08], [-0.09, -0.09, 0.24], [0.20, 0.07, -0.13], [-0.09, 0.06, 0.02], [-0.13, -0.09, 0.02], [-0.10, 0.15, -0.05], [-0.01, 0.07, 0.10], [0.11, -0.08, -0.24], [-0.11, -0.05, 0.16], [0.08, -0.03, -0.34], [-0.09, 0.02, 0.09], [-0.07, 0.03, 0.12], [-0.40, 0.19, 0.15], [0.56, 0.01, -0.23], [0.06, 0.04, -0.07], [-0.18, -0.10, -0.11], [0.05, 0.06, -0.01], [0.00, 0.04, 0.05], [0.00, -0.06, -0.02], [0.03, -0.02, -0.02], [-0.02, -0.04, 0.00], [0.00, -0.01, -0.07], [-0.02, -0.06, 0.03], [0.03, -0.01, -0.01], [-0.06, 0.01, -0.05], [0.07, 0.02, -0.16], [0.11, 0.04, -0.07], [-0.02, 0.05, 0.00], [0.12, 0.01, -0.04], [0.00, 0.00, 0.01], [0.07, -0.01, -0.03]]}

---

No. 3
{"formula": "C3H4OS", "method": "the ωB97M-V functional and the def2-TZVPD basis", "multiplicity": 3, "e_homo_ev": [-6.28, -8.52], "total_charge": 0, "e_lumo_ha": [0.029, -0.109], "s2": 2.02, "elements": ["C", "C", "C", "O", "S", "H", "H", "H", "H"], "positions_angstrom": [[2.876, -0.029, -0.306], [1.807, -0.552, -0.779], [-0.557, 0.059, 0.508], [3.585, 0.596, 0.345], [0.604, -1.291, 0.643], [1.518, -1.020, -1.765], [-1.556, -0.496, 0.729], [-0.533, 0.525, -0.381], [-0.560, 0.893, 1.324]], "atomic_forces_ev_per_a": [[0.02, 0.10, -1.97], [-1.93, -2.55, -1.87], [-2.99, -1.77, 4.91], [2.34, 1.35, 2.23], [0.23, 0.54, 0.68], [0.33, 1.18, 1.33], [1.26, 1.37, -0.78], [-0.02, 1.44, -3.38], [0.75, -1.66, -1.15]]}

---

Listing ΔE to the lowest compared entry with this formula, charge and spin for the structures above in their given order: 46.2 38.2 47.4 kcal/mol.